Run one
C4H7N3S | ωB97M-V/def2-TZVPD

Each atom is followed by the atoms it is bonded to, with distances in Å.
CARTESIAN COORDINATES (ANGSTROEM)
1 S -2.8972 -0.1274 -0.1417  C5 1.669
2 N -0.2332 1.5730 0.4832  N3 1.392, H10 1.052, H14 1.031
3 N -0.2186 0.2614 0.0163  N2 1.392, C5 1.345, C8 1.427
4 N 1.2035 -1.5413 0.5656  C8 1.272, H12 1.067
5 C -1.2791 -0.4841 -0.3423  S1 1.669, N3 1.345, H15 1.123
6 C 2.2245 0.5589 -0.2842  C7 1.336, C8 1.538, H9 1.151
7 C 3.4511 0.0331 -0.3361  C6 1.336, H11 1.114, H13 1.218
8 C 1.0581 -0.3708 0.0893  N3 1.427, N4 1.272, C6 1.538
9 H 2.0865 1.6346 -0.6690  C6 1.151
10 H -0.8458 2.2506 -0.0377  N2 1.052
11 H 4.3888 0.5939 -0.5549  C7 1.114
12 H 0.2449 -1.9896 0.6999  N4 1.067
13 H 3.5811 -1.1207 0.0323  C7 1.218
14 H -0.1906 1.5569 1.5127  N2 1.031
15 H -0.8994 -1.3613 -0.9324  C5 1.123

Calculated values
- E_HOMO (eV) = -8.76
- SMILES = [H]/N=C(/C=C)N(N)C=S

Partial atomic charges computed with the natural (NBO) method, in multiples of e: number 1, S, carries -0.13; number 2, N, carries -0.67; number 3, N, carries -0.30; number 4, N, carries -0.62; number 5, C, carries -0.09; number 6, C, carries -0.30; number 7, C, carries -0.32; number 8, C, carries 0.40; number 9, H, carries 0.24; number 10, H, carries 0.41; number 11, H, carries 0.21; number 12, H, carries 0.35; number 13, H, carries 0.23; number 14, H, carries 0.38; number 15, H, carries 0.21



Run two
C4H7N3S | ωB97M-V/def2-TZVPD

Each atom is followed by the atoms it is bonded to, with distances in Å.
CARTESIAN COORDINATES (ANGSTROEM)
1 S -2.2234 2.5845 -0.3732  C8 1.769, H12 1.334
2 N -1.3874 0.0059 -0.8747  C7 1.386, C8 1.396, H15 1.016
3 N -0.4510 -2.1485 -1.0034  C7 1.287, H14 1.027
4 N 0.4860 -0.2432 0.2184  C5 1.434, C6 1.408, C7 1.386
5 C 1.6913 -0.8439 0.7104  N4 1.434, H9 1.093, H10 1.091, H11 1.105
6 C 0.0757 1.0913 0.3978  N4 1.408, C8 1.350, H13 1.091
7 C -0.4063 -0.9311 -0.5893  N2 1.386, N3 1.287, N4 1.386
8 C -1.0963 1.2252 -0.2597  S1 1.769, N2 1.396, C6 1.350
9 H 1.4299 -1.6930 1.3470  C5 1.093
10 H 2.2779 -0.1211 1.2796  C5 1.091
11 H 2.3201 -1.2028 -0.1244  C5 1.105
12 H -1.5191 3.3452 0.4669  S1 1.334
13 H 0.6554 1.8465 0.9309  C6 1.091
14 H 0.3739 -2.6941 -0.7258  N3 1.027
15 H -2.2267 -0.2209 -1.4003  N2 1.016

Calculated values
- E_HOMO (eV) = -7.21
- SMILES = [H]/N=c1/[nH]c(S)cn1C

Partial atomic charges computed with the natural (NBO) method, in multiples of e: number 1, S, carries 0.04; number 2, N, carries -0.59; number 3, N, carries -0.81; number 4, N, carries -0.40; number 5, C, carries -0.40; number 6, C, carries -0.13; number 7, C, carries 0.56; number 8, C, carries -0.03; number 9, H, carries 0.21; number 10, H, carries 0.21; number 11, H, carries 0.20; number 12, H, carries 0.14; number 13, H, carries 0.22; number 14, H, carries 0.34; number 15, H, carries 0.43



Stability, highest: run two



Run one
C4H7N3S | ωB97M-V/def2-TZVPD

Each atom is followed by the atoms it is bonded to, with distances in Å.
CARTESIAN COORDINATES (ANGSTROEM)
1 S 1.4555 -0.4528 -1.9193  C7 1.694
2 N 0.7618 -0.7947 1.0302  N3 1.415, C6 1.280, C8 1.448
3 N 2.1273 -0.5305 1.2896  N2 1.415, H13 0.969, H15 1.095
4 N -0.0474 -3.1398 1.0307  C6 1.250, H14 0.980
5 C -1.3327 -0.0403 -2.0064  C7 1.466, H9 1.167, H10 1.125, H12 1.170
6 C 0.1819 -1.9229 0.8611  N2 1.280, N4 1.250, C8 1.607
7 C -0.1019 -0.3291 -1.2651  S1 1.694, C5 1.466, C8 1.441
8 C -0.3542 -0.5970 0.1286  N2 1.448, C6 1.607, C7 1.441, H11 1.166
9 H -1.1887 0.3635 -3.0920  C5 1.167
10 H -1.8346 0.7138 -1.3391  C5 1.125
11 H -1.4049 -0.2702 0.5134  C8 1.166
12 H -1.9391 -1.0400 -2.0358  C5 1.170
13 H 2.5201 -0.0434 0.5491  N3 0.969
14 H -0.8192 -3.5091 0.5520  N4 0.980
15 H 2.6760 -1.4785 1.2836  N3 1.095

Calculated values
- E_HOMO (eV) = -8.42
- SMILES = [H]/N=C1\[C@H](C(C)=S)N1N

Partial atomic charges computed with the natural (NBO) method, in multiples of e: number 1, S, carries -0.09; number 2, N, carries -0.24; number 3, N, carries -0.62; number 4, N, carries -0.71; number 5, C, carries -0.69; number 6, C, carries 0.55; number 7, C, carries -0.04; number 8, C, carries -0.23; number 9, H, carries 0.25; number 10, H, carries 0.23; number 11, H, carries 0.22; number 12, H, carries 0.25; number 13, H, carries 0.37; number 14, H, carries 0.37; number 15, H, carries 0.37



Run two
C4H7N3S | ωB97M-V/def2-TZVPD

Each atom is followed by the atoms it is bonded to, with distances in Å.
CARTESIAN COORDINATES (ANGSTROEM)
1 S -3.4838 -0.6378 0.1785  C7 1.631
2 N 0.3976 0.5638 -0.7834  C5 1.459, C6 1.453, C8 1.429
3 N 0.9196 -1.8591 -0.7224  C5 1.367, H10 0.974
4 N 2.1194 -0.4138 0.8227  C5 1.491, H9 1.092, H13 1.118
5 C 1.0546 -0.6022 -0.2034  N2 1.459, N3 1.367, N4 1.491
6 C -1.0476 0.6934 -0.7129  N2 1.453, C7 1.556, C8 1.472, H11 1.111
7 C -1.8812 -0.3484 0.0871  S1 1.631, C6 1.556, H12 1.140
8 C -0.1603 1.4959 0.1452  N2 1.429, C6 1.472, H14 1.102, H15 1.080
9 H 2.4044 -1.3832 1.2380  N4 1.092
10 H 0.1754 -1.8880 -1.3496  N3 0.974
11 H -1.7678 1.1675 -1.4140  C6 1.111
12 H -1.2928 -0.7883 0.9589  C7 1.140
13 H 3.0117 0.2097 0.5680  N4 1.118
14 H -0.1957 1.2323 1.2145  C8 1.102
15 H -0.2536 2.5583 -0.0271  C8 1.080

Calculated values
- E_HOMO (eV) = -8.90
- SMILES = [H]/N=C(/N)N1C[C@@H]1C=S

Partial atomic charges computed with the natural (NBO) method, in multiples of e: number 1, S, carries 0.08; number 2, N, carries -0.41; number 3, N, carries -0.69; number 4, N, carries -0.89; number 5, C, carries 0.56; number 6, C, carries -0.15; number 7, C, carries -0.28; number 8, C, carries -0.22; number 9, H, carries 0.42; number 10, H, carries 0.33; number 11, H, carries 0.23; number 12, H, carries 0.19; number 13, H, carries 0.41; number 14, H, carries 0.21; number 15, H, carries 0.22



Run three
C4H7N3S | ωB97M-V/def2-TZVPD

Each atom is followed by the atoms it is bonded to, with distances in Å.
CARTESIAN COORDINATES (ANGSTROEM)
1 S 2.4784 0.1333 -0.8554  N3 1.513
2 N -0.4069 -0.6689 0.0470  N4 1.392, C7 1.280
3 N 1.4542 0.5997 0.1556  S1 1.513, N4 1.232
4 N 0.3500 0.3399 0.6369  N2 1.392, N3 1.232
5 C -1.2272 -2.0864 -1.6845  C7 1.518, H11 1.121, H13 1.149, H14 1.102
6 C 1.2561 2.1714 2.5466  C8 1.292, H10 1.189, H12 1.120
7 C -0.2392 -1.0592 -1.1607  N2 1.280, C5 1.518, H9 1.082
8 C 2.1424 2.2068 1.6073  C6 1.292, H15 1.053
9 H 0.5916 -0.8214 -1.8114  C7 1.082
10 H 1.0012 3.0404 3.3166  C6 1.189
11 H -0.6695 -2.9292 -2.1697  C5 1.121
12 H 0.4645 1.3799 2.5928  C6 1.120
13 H -1.7872 -1.8339 -2.6550  C5 1.149
14 H -1.8796 -2.2763 -0.8166  C5 1.102
15 H 2.9819 2.8054 1.3933  C8 1.053

Calculated values
- E_HOMO (alpha / beta) (eV) = -7.99 / -8.16

Partial atomic charges computed with the natural (NBO) method, in multiples of e: number 1, S, carries 0.16; number 2, N, carries -0.31; number 3, N, carries -0.26; number 4, N, carries -0.07; number 5, C, carries -0.68; number 6, C, carries -0.50; number 7, C, carries 0.11; number 8, C, carries -0.02; number 9, H, carries 0.19; number 10, H, carries 0.23; number 11, H, carries 0.23; number 12, H, carries 0.25; number 13, H, carries 0.24; number 14, H, carries 0.24; number 15, H, carries 0.20



Run four
C4H7N3S | ωB97M-V/def2-TZVPD

Each atom is followed by the atoms it is bonded to, with distances in Å.
CARTESIAN COORDINATES (ANGSTROEM)
1 S 2.7093 0.0147 -0.4243  C6 1.748, C7 1.770
2 N 0.7823 1.9250 0.0631  C6 1.251, H11 1.004
3 N 0.8480 -1.5222 0.5269  N4 1.372, C7 1.262
4 N 0.3064 -0.2647 0.6130  N3 1.372, C6 1.456, C8 1.449
5 C -1.8486 0.1340 -0.6778  C8 1.553, H10 1.170, H14 1.185, H15 1.159
6 C 1.2106 0.7503 0.0923  S1 1.748, N2 1.251, N4 1.456
7 C 2.0405 -1.5333 0.1151  S1 1.770, N3 1.262, H12 1.044
8 C -1.1258 -0.0551 0.6839  N4 1.449, C5 1.553, H9 1.157, H13 1.104
9 H -1.2983 0.8468 1.3879  C8 1.157
10 H -2.9665 0.3815 -0.4381  C5 1.170
11 H 1.3875 2.4598 -0.5341  N2 1.004
12 H 2.5030 -2.4568 -0.0397  C7 1.044
13 H -1.3149 -0.9770 1.2614  C8 1.104
14 H -1.7262 -0.7974 -1.3995  C5 1.185
15 H -1.5073 1.0945 -1.2301  C5 1.159

Calculated values
- E_HOMO (eV) = -8.37
- SMILES = [H]/N=c1\scnn1CC

Partial atomic charges computed with the natural (NBO) method, in multiples of e: number 1, S, carries 0.27; number 2, N, carries -0.71; number 3, N, carries -0.21; number 4, N, carries -0.27; number 5, C, carries -0.65; number 6, C, carries 0.25; number 7, C, carries -0.14; number 8, C, carries -0.23; number 9, H, carries 0.22; number 10, H, carries 0.22; number 11, H, carries 0.34; number 12, H, carries 0.22; number 13, H, carries 0.23; number 14, H, carries 0.22; number 15, H, carries 0.24



Stability, highest: run four



Run one
C3H6N4O2 | ωB97M-V/def2-TZVPD

Each atom is followed by the atoms it is bonded to, with distances in Å.
CARTESIAN COORDINATES (ANGSTROEM)
1 O -0.3881 2.1260 -0.1899  C8 1.330
2 O -2.4812 -0.7185 0.0794  N5 1.368, H14 0.965
3 N 1.2096 -0.9559 1.2800  C7 1.261, H15 0.983
4 N 0.8014 -0.7765 -0.9878  C7 1.385, C9 1.248
5 N -1.2304 -0.1698 0.0027  O2 1.368, C8 1.419, C9 1.362
6 N 2.5195 0.4016 -0.0232  C7 1.347, H13 0.990
7 C 1.4582 -0.4049 0.1737  N3 1.261, N4 1.385, N6 1.347
8 C -1.1288 1.1897 0.3961  O1 1.330, N5 1.419, H12 1.224
9 C -0.4451 -0.7658 -0.9373  N4 1.248, N5 1.362, H11 1.032
10 H 2.9099 0.9460 -1.4577  no bonds
11 H -0.8653 -1.5093 -1.5171  C9 1.032
12 H -2.0474 1.3994 1.1772  C8 1.224
13 H 2.7931 0.9404 0.7613  N6 0.990
14 H -2.7372 -1.0165 0.9606  O2 0.965
15 H 0.4938 -1.6289 1.2640  N3 0.983

Calculated values
- E_HOMO (eV) = -8.87

Partial atomic charges computed with the natural (NBO) method, in multiples of e: number 1, O, carries -0.56; number 2, O, carries -0.54; number 3, N, carries -0.77; number 4, N, carries -0.44; number 5, N, carries -0.20; number 6, N, carries -0.76; number 7, C, carries 0.51; number 8, C, carries 0.51; number 9, C, carries 0.28; number 10, H, carries 0.40; number 11, H, carries 0.19; number 12, H, carries 0.15; number 13, H, carries 0.40; number 14, H, carries 0.49; number 15, H, carries 0.34



Run two
C3H6N4O2 | ωB97M-V/def2-TZVPD

Each atom is followed by the atoms it is bonded to, with distances in Å.
CARTESIAN COORDINATES (ANGSTROEM)
1 O 1.2244 -1.2071 -1.2405  N6 1.337, H15 0.962
2 O 1.7223 0.4199 1.1267  C7 1.461, H13 1.110
3 N -1.6593 0.3374 -1.5683  N4 1.287, N5 1.391
4 N -1.5508 0.4225 -0.2888  N3 1.287, C9 1.283
5 N -0.5101 -0.1612 -2.1730  N3 1.391, N6 1.355
6 N 0.1707 -0.4117 -1.0285  O1 1.337, N5 1.355, C9 1.321
7 C 0.3999 -0.1192 1.4373  O2 1.461, C8 1.592, C9 1.577, H10 1.193
8 C -0.3034 0.7499 2.5706  C7 1.592, H11 1.094, H12 1.143, H14 1.158
9 C -0.4277 -0.0625 0.0962  N4 1.283, N6 1.321, C7 1.577
10 H 0.6671 -1.2497 1.7070  C7 1.193
11 H 0.3306 0.8460 3.4565  C8 1.094
12 H -0.5027 1.7780 2.1123  C8 1.143
13 H 2.1489 0.8425 2.0603  O2 1.110
14 H -1.2254 0.1779 2.9765  C8 1.158
15 H 1.8417 -0.8141 -0.6161  O1 0.962

Calculated values
- E_HOMO (eV) = -10.18
- SMILES = C[C@H](O)c1nnnn1O

Partial atomic charges computed with the natural (NBO) method, in multiples of e: number 1, O, carries -0.48; number 2, O, carries -0.76; number 3, N, carries -0.08; number 4, N, carries -0.27; number 5, N, carries -0.07; number 6, N, carries 0.10; number 7, C, carries 0.07; number 8, C, carries -0.65; number 9, C, carries 0.25; number 10, H, carries 0.20; number 11, H, carries 0.21; number 12, H, carries 0.24; number 13, H, carries 0.50; number 14, H, carries 0.24; number 15, H, carries 0.49



Stability, highest: run two